1.
A 2-piece molecular cluster, C6H12O overall, computed with ωB97M-V with the def2-TZVPD basis set.

The strongest force on any atom is 0.543 eV Å⁻¹. The SMILES is CCC=O.C=CC. The energy above the lowest of the compared OMol25 structures with the same formula, charge and spin is 128.78 kJ/mol. Its total energy is -311.01022 Eh. Its multiplicity is 1.

Structure (XYZ):
```
19
Properties=species:S:1:pos:R:3:forces:R:3:lowdin_charge:R:1
C 0.046608 1.156543 -1.848371 -0.09 -0.01 -0.03 -0.107
C 1.256552 1.203126 -0.914913 0.08 -0.05 0.04 -0.218
C 0.891177 1.706085 0.459656 0.15 -0.13 0.25 -0.279
O 1.271765 1.224999 1.501250 -0.14 0.24 -0.47 0.033
H 0.352651 0.932999 -2.874479 -0.03 0.03 0.15 0.074
H -0.483971 2.116075 -1.860552 0.09 -0.13 0.00 0.073
H -0.655778 0.379597 -1.529761 0.10 0.13 -0.04 0.060
H 1.730199 0.222449 -0.809374 -0.06 0.14 -0.01 0.107
H 2.009872 1.897018 -1.317471 -0.11 -0.06 0.09 0.118
H 0.219928 2.595529 0.469648 0.06 -0.09 0.01 0.127
C -0.305775 -2.147572 -0.179111 0.02 0.05 0.15 -0.033
C -0.192396 -1.541824 1.000522 0.01 -0.12 -0.16 -0.258
C -1.337235 -0.985068 1.792878 -0.06 0.02 0.00 -0.110
H -1.272764 -2.284298 -0.661792 0.12 0.04 0.10 0.057
H 0.561302 -2.540676 -0.704100 -0.11 0.07 0.09 0.052
H 0.794546 -1.417450 1.445688 -0.13 -0.05 -0.08 0.093
H -1.153562 0.064306 2.050697 -0.03 -0.15 -0.04 0.062
H -1.453628 -1.525625 2.740238 0.03 0.07 -0.13 0.076
H -2.279492 -1.056213 1.239347 0.13 0.00 0.08 0.073
```
Forces are in eV/Å.


2.
A 2-piece molecular cluster, C5H16N2O overall in a non-equilibrium geometry, computed with ωB97M-V with the def2-TZVPD basis set.

The strongest force on any atom is 1.689 eV Å⁻¹. The energy above the lowest of the compared OMol25 structures with the same formula, charge and spin is 93.47 kJ/mol. Its total energy is -384.75996 Eh. The net charge is -1. Its multiplicity is 2.

Structure (XYZ):
```
24
Properties=species:S:1:pos:R:3:forces:R:3:lowdin_charge:R:1
C 1.694056 -0.943126 -2.183576 0.51 -0.60 0.43 -0.099
C 0.730670 -1.756575 -1.242212 -0.06 0.47 -0.32 -0.438
C 0.183787 -0.793689 -0.162878 -0.87 -0.26 0.46 -0.216
C 0.670556 -1.308294 1.205429 -0.61 0.86 1.20 -0.258
C 1.112035 0.903580 2.361977 0.64 1.31 -0.85 -0.277
N 0.641535 -0.455437 2.392726 0.28 0.67 -0.15 -0.147
N -0.341846 -2.440303 -1.994862 0.16 0.03 0.41 -0.002
H 1.726546 0.143376 -2.009535 -0.56 -0.38 -0.15 0.052
H 1.376838 -1.184464 -3.192309 0.16 0.35 -0.36 0.049
H 2.755791 -1.214410 -2.101055 -0.20 -0.35 0.06 0.057
H 1.201731 -2.652876 -0.776105 0.32 1.00 -0.01 0.126
H 0.490258 0.247330 -0.373319 -0.11 -0.61 0.28 0.070
H -0.925111 -0.812585 -0.150816 0.53 0.07 -0.18 0.097
H 0.062216 -2.163648 1.507882 0.29 -0.32 -0.40 0.116
H 1.695700 -1.597444 1.075204 0.71 -0.55 -0.15 0.090
H 0.390144 1.666897 2.769944 0.22 -0.69 -0.85 0.039
H 2.000447 1.102401 2.981165 0.15 -0.44 0.07 0.040
H 1.469216 1.180582 1.313223 -0.83 -0.14 1.31 0.068
H 0.002450 -0.601251 3.146943 -0.49 -0.49 -0.38 0.079
H -0.814411 -1.815809 -2.628181 -0.14 0.27 -0.17 0.052
H 0.118646 -3.149197 -2.549733 -0.18 -0.10 -0.26 0.052
H -4.276356 4.859439 0.436685 0.06 0.11 -0.19 -0.044
H -3.103880 5.491180 -0.272040 0.00 -0.05 -0.04 -0.062
O -4.073049 5.552078 -0.218772 0.02 -0.14 0.24 -0.443
```
Forces are in eV/Å.


3.
C35H23Cl3N7O3STi as an isolated structure in a non-equilibrium geometry, computed with ωB97M-V with the def2-TZVPD basis set.

The strongest force on any atom is 4.029 eV Å⁻¹. The energy above the lowest of the compared OMol25 structures with the same formula, charge and spin is 484.96 kJ/mol. Its total energy is -4584.58526 Eh. Its multiplicity is 2.

Structure (XYZ):
```
73
Properties=species:S:1:pos:R:3:forces:R:3:lowdin_charge:R:1
Ti 14.646260 2.796985 12.014182 -0.51 0.98 -0.42 0.938
O 18.448930 -0.795662 8.224256 1.86 1.65 -0.43 0.002
C 17.457361 -1.389625 8.576566 -1.92 -2.50 0.47 -0.720
O 16.956563 -2.452713 8.138194 -0.24 0.84 0.54 -0.040
C 16.698763 -0.714647 9.780745 0.42 1.01 -0.12 -0.028
C 15.294873 -0.700908 9.860687 1.17 -1.10 -0.62 0.065
C 14.746554 0.186192 10.736436 -1.41 0.49 0.95 -0.193
N 15.521211 0.999340 11.478835 -1.30 0.24 0.08 0.008
C 16.836344 0.963439 11.551853 0.49 -2.12 -1.76 -0.231
C 17.473335 0.099510 10.663451 -0.38 -0.65 -0.05 0.079
C 17.443210 1.826785 12.538707 3.05 0.67 1.15 -0.171
C 18.873752 1.833179 12.815528 -2.35 0.76 0.32 0.049
C 19.317131 2.764834 13.762677 0.65 -1.28 -1.94 -0.049
C 18.461157 3.679283 14.305659 -0.41 -1.43 -0.15 -0.039
C 17.112899 3.501463 14.107676 -0.65 0.54 0.77 -0.108
N 16.618295 2.637428 13.233568 -0.28 -0.88 -0.51 0.051
C 13.255147 0.412954 11.037765 1.58 0.91 0.92 -0.213
C 12.246463 -0.188555 10.376417 -0.34 -0.49 1.70 0.055
C 10.742335 0.168295 10.647800 1.45 -0.70 -0.15 -0.207
C 10.941944 0.971751 13.032304 0.28 -0.81 -0.40 -0.049
C 12.168452 1.512141 13.006579 0.44 -0.47 -0.49 -0.154
N 13.267360 1.412928 12.112233 -2.33 -1.01 -0.26 -0.099
H 14.729081 -1.420622 9.243002 0.34 0.62 0.34 0.139
H 18.547049 -0.027283 10.622124 0.01 0.20 -0.14 0.121
H 19.609307 1.199688 12.338387 -0.41 -0.24 -0.11 0.115
H 20.380823 2.723127 13.956489 0.00 0.43 0.31 0.116
H 18.851145 4.334578 14.998604 0.37 1.57 1.41 0.090
H 16.398970 4.010871 14.780225 0.41 -0.06 -0.90 0.066
H 12.549344 -1.077712 9.781787 -0.55 0.94 0.09 0.124
H 10.071897 -0.551665 10.190815 0.19 0.07 -1.16 0.145
H 10.346400 1.264799 13.867815 -0.19 0.19 0.66 0.102
H 12.333659 2.112988 13.887496 0.50 0.33 -0.12 0.061
O 16.160218 3.576819 10.938348 0.69 0.36 0.24 -0.261
N 16.446337 3.194436 9.690021 -2.09 0.13 -0.57 -0.155
C 17.692327 3.197400 9.220868 1.05 -0.33 0.34 -0.022
C 17.961014 2.798075 7.945213 0.47 0.26 -1.15 -0.042
C 16.891176 2.363815 7.179508 -0.76 -1.04 -1.37 -0.045
C 15.584806 2.348396 7.657006 1.05 -0.69 -0.02 -0.066
C 15.349652 2.851221 8.930171 -0.33 0.25 0.15 -0.607
S 13.762226 3.080189 9.568608 0.90 -0.10 0.61 0.805
H 18.481314 3.378949 9.929451 -0.08 0.39 0.27 0.140
H 18.961953 2.803470 7.458812 -0.79 -0.04 1.03 0.136
H 17.089237 1.922089 6.178960 -0.13 0.41 0.84 0.133
H 14.794419 1.758445 7.186553 0.20 0.73 -0.18 0.123
C 8.745981 0.503523 12.120136 -0.26 -0.42 -0.16 -0.046
C 10.203293 0.053109 12.079926 0.69 1.52 0.19 -0.243
C 10.565126 1.558317 10.140638 -0.87 0.15 0.02 -0.133
C 10.466662 2.723597 10.994935 1.98 0.89 0.55 -0.157
C 9.199718 2.185092 10.530989 -0.65 2.59 -3.02 -0.150
C 8.254331 1.448688 11.314378 -0.29 -1.36 1.57 -0.052
N 11.288080 3.718329 11.342150 -1.87 0.30 -0.56 0.040
N 10.660683 4.868879 11.543219 1.53 1.27 1.48 0.115
C 11.597255 5.985378 11.955525 -2.38 -2.48 -1.47 -0.210
C 11.053956 7.262959 12.106925 1.83 -0.86 -0.29 -0.025
C 11.991938 8.288380 11.994247 -1.46 2.87 0.39 -0.105
C 13.349797 8.195159 11.666562 -1.08 -0.96 1.30 -0.046
C 13.826634 6.877496 11.849149 2.98 1.79 -1.78 -0.077
C 12.982126 5.838960 11.954076 -0.08 -2.04 1.44 -0.252
H 8.111313 0.082517 12.882672 -0.18 -0.48 -0.03 0.107
H 10.306501 -0.992592 12.323871 -0.15 -0.33 0.54 0.142
H 10.912688 1.802172 9.148745 0.16 -0.19 -0.26 0.142
H 8.725884 2.812426 9.727037 0.50 -0.48 0.74 0.163
H 7.175638 1.651598 11.275559 0.66 0.24 0.13 0.120
H 10.003045 7.408405 12.312708 0.05 0.08 -0.25 0.115
H 11.552568 9.304802 12.211665 0.69 -0.93 -0.64 0.119
H 13.912311 9.128744 11.501144 -0.02 -0.97 0.14 0.115
H 14.917446 6.594715 11.738268 -1.27 0.64 0.33 0.146
Cl 14.247672 3.620145 16.097168 0.22 -0.45 0.56 0.668
C 13.660110 4.652792 14.834337 -0.44 0.46 -0.85 -1.593
Cl 14.332644 6.283588 15.007824 0.00 0.11 0.23 0.668
Cl 11.893214 4.656204 14.848847 -0.47 0.23 0.55 0.702
C 13.986496 4.132408 13.470748 0.06 -0.22 -1.04 -0.414
N 13.638028 4.586935 12.336682 -0.01 0.00 0.03 -0.023
```
Forces are in eV/Å.